Molecular formula: C23H28AsCrN6S5
Method: DFT, ωB97M-V with the def2-TZVPD basis set

Structure (XYZ):
```
64
Properties=species:S:1:pos:R:3:forces:R:3
As -0.8745 2.7645 2.1960 -0.355 0.443 1.024
Cr 0.2172 1.2531 -0.3308 -0.089 0.869 0.886
S 0.1777 -2.6389 0.8755 0.099 -0.205 -0.246
S -1.5843 0.9173 1.1273 0.223 -0.066 -0.298
S 0.5463 3.3929 0.5997 0.063 -0.039 -0.247
S -2.4883 4.0664 2.4692 0.023 0.000 -0.483
S 0.1092 2.2531 3.9869 0.138 -0.214 -0.196
N -1.4598 -1.9102 2.8345 -0.214 0.052 -0.003
N 2.0125 1.0821 -1.5319 -0.003 -0.103 -0.011
N -0.1803 -0.4505 -1.3573 -0.128 -0.967 -0.878
N 1.6589 0.6312 1.0258 0.625 -0.448 0.379
N -1.3406 -4.1668 2.3737 -0.217 0.114 0.219
N -0.8705 2.1998 -1.8465 -0.408 0.495 -0.664
C -0.9536 -2.9036 2.0926 0.052 -0.023 0.091
C -1.1581 3.1451 -4.0218 -0.056 0.126 -0.059
C 3.9906 0.8059 1.5458 0.026 0.046 -0.148
C -2.3952 -4.4683 3.3256 0.022 0.020 0.118
C 1.9932 1.7985 -2.8143 -0.156 0.147 -0.205
C -2.6414 3.7699 -2.2821 0.001 0.039 -0.271
C 2.1779 -0.3816 -1.7204 -0.107 -0.108 -0.067
C -0.4850 2.3201 -3.1325 0.067 -0.034 -0.020
C 3.7844 0.2053 2.7848 -0.228 -0.064 0.018
C -2.3788 -2.0912 3.9521 -0.031 -0.048 0.112
C -2.2624 -3.5049 4.4956 -0.043 0.054 -0.150
C -1.6568 -1.9498 -2.4771 0.023 -0.165 -0.105
C 3.0830 1.5925 -0.6604 0.178 0.120 0.127
C -1.4104 -0.9083 -1.6064 -0.116 0.002 0.163
C -1.9367 2.9198 -1.4554 -0.149 0.033 0.297
C 2.5083 -0.1954 3.1070 0.312 0.021 -0.016
C 0.7223 1.5703 -3.6373 0.068 0.036 0.259
C 1.4787 0.0446 2.2093 -0.207 0.057 0.035
C 0.8490 -1.0313 -1.9861 0.015 0.205 0.044
C 0.6908 -2.1057 -2.8409 0.013 -0.128 0.026
C -2.2463 3.8918 -3.6017 0.067 -0.125 0.157
C 2.9191 0.9934 0.7053 0.097 0.009 -0.010
C -0.5867 -2.5789 -3.0943 0.097 0.164 0.115
H -2.2511 2.8192 -0.4253 0.138 -0.008 0.031
H 2.2801 -0.6758 4.0462 -0.033 0.038 0.021
H 0.4797 -0.2542 2.4494 -0.106 0.056 -0.015
H -0.9715 -4.8829 1.7757 0.113 0.037 -0.046
H -2.2920 -5.5029 3.6505 0.026 -0.004 -0.042
H 2.5685 -0.8105 -0.7960 0.069 0.033 -0.030
H -1.3854 -0.9538 2.4725 0.191 -0.323 -0.065
H 4.6102 0.0546 3.4665 0.003 -0.016 0.008
H 4.9779 1.1147 1.2286 -0.004 0.006 -0.006
H -2.6728 -2.2661 -2.6635 -0.015 0.008 0.056
H 2.8605 1.5059 -3.4203 0.038 -0.014 0.108
H 2.8883 -0.5933 -2.5263 0.007 0.032 0.020
H 4.0750 1.3572 -1.0654 -0.040 -0.014 -0.037
H -0.7369 -3.4087 -3.7711 -0.036 -0.010 0.003
H -2.2176 -0.4160 -1.0787 0.037 0.049 0.013
H -2.7587 4.5527 -4.2877 -0.016 0.006 0.000
H 0.9254 1.9096 -4.6524 -0.001 -0.019 -0.003
H 1.5597 -2.5486 -3.3089 -0.005 0.003 -0.021
H -3.0367 -3.6903 5.2387 -0.003 0.027 0.011
H -1.2860 -3.6395 4.9648 -0.019 -0.046 0.037
H -3.4697 4.3320 -1.8766 -0.006 -0.029 0.045
H -0.8099 3.2199 -5.0429 0.034 -0.043 0.005
H -3.4075 -1.8988 3.6307 0.022 0.032 -0.003
H -3.3811 -4.3524 2.8599 -0.001 -0.056 0.036
H 2.0817 2.8649 -2.5983 0.022 -0.020 0.051
H 0.4992 0.5067 -3.6996 -0.018 -0.036 -0.131
H -2.1247 -1.3539 4.7142 -0.028 0.016 -0.028
H 2.9860 2.6784 -0.5939 -0.071 -0.020 -0.011
```
Forces are in eV/Å.

Summary:
E_LUMO (spin up / spin down) ... -0.2 / -0.5 eV
2S+1 ... 4
Kohn-Sham gap (spin up / spin down) ... 6.02 / 5.72 eV
Expectation value of S² ... 3.808
HOMO level (spin up / spin down) ... -6.20 / -6.20 eV

Want to see where the charge sits? The Löwdin charges in e are:
1 As -0.4296
2 Cr 0.2327
3 S 0.6586
4 S 0.2153
5 S 0.1806
6 S -0.1248
7 S -0.0552
8 N 0.0070
9 N -0.2237
10 N -0.0411
11 N -0.0268
12 N -0.0103
13 N -0.0131
14 C -0.8362
15 C -0.0167
16 C -0.0063
17 C -0.1812
18 C -0.1400
19 C -0.0193
20 C -0.0796
21 C -0.2390
22 C -0.0330
23 C -0.1656
24 C -0.1663
25 C -0.0319
26 C -0.1414
27 C -0.1400
28 C -0.1493
29 C -0.0526
30 C -0.0882
31 C -0.2327
32 C -0.3037
33 C -0.0143
34 C -0.0358
35 C -0.2887
36 C -0.0338
37 H 0.0215
38 H 0.1181
39 H 0.0102
40 H 0.1084
41 H 0.1186
42 H 0.1374
43 H -0.0066
44 H 0.1131
45 H 0.1178
46 H 0.1143
47 H 0.1334
48 H 0.1425
49 H 0.1420
50 H 0.1155
51 H 0.0824
52 H 0.1136
53 H 0.1213
54 H 0.1236
55 H 0.1159
56 H 0.1220
57 H 0.1207
58 H 0.1130
59 H 0.1245
60 H 0.1212
61 H 0.1385
62 H 0.1104
63 H 0.1273
64 H 0.1053